1.
Computed, not measured: a molecular structure, C37H26BrLaN8O10Se, with the ωB97M-V functional and the def2-TZVPD basis.

Properties
HOMO-LUMO gap	6.341	eV
lowest unoccupied orbital energy	-1.109	eV
relative energy (zero: lowest compared OMol25 entry of this formula, charge and spin)	1.648	eV
total energy	-207439.0111	eV

CARTESIAN COORDINATES (ANGSTROEM)
La  0.44  -0.53  -0.11
O  -7.55  1.84  1.40
C  -6.81  0.75  1.12
O  -7.33  -0.29  0.85
C  -5.33  0.93  1.15
C  -4.57  0.21  0.22
C  -3.20  0.30  0.20
C  -2.53  1.11  1.13
C  -3.29  1.83  2.06
C  -4.67  1.73  2.07
N  -1.14  1.15  1.18
C  -0.55  2.28  1.38
C  0.86  2.37  1.65
C  1.49  3.62  1.81
C  2.84  3.67  2.07
C  3.54  2.47  2.17
C  2.85  1.28  1.99
N  1.55  1.22  1.73
H  -7.01  2.64  1.49
H  -5.09  -0.40  -0.50
H  -2.62  -0.22  -0.55
H  -2.79  2.44  2.80
H  -5.23  2.27  2.83
H  -1.10  3.23  1.33
H  0.90  4.52  1.72
H  3.35  4.61  2.19
H  4.60  2.47  2.34
H  3.37  0.33  2.06
C  -3.16  -3.24  1.98
C  -2.11  -3.04  0.92
O  -1.48  -2.00  0.79
N  -1.91  -4.10  0.10
C  -0.92  -4.08  -0.96
C  -1.33  -3.22  -2.13
C  -2.19  -3.72  -3.11
C  -2.52  -2.92  -4.19
C  -1.98  -1.65  -4.26
C  -1.14  -1.23  -3.23
N  -0.84  -1.98  -2.18
H  -3.01  -2.50  2.77
H  -3.12  -4.24  2.41
H  -4.15  -3.09  1.56
H  -2.49  -4.92  0.20
H  -0.75  -5.11  -1.29
H  0.02  -3.68  -0.56
H  -2.57  -4.72  -3.02
H  -3.19  -3.29  -4.96
H  -2.19  -1.00  -5.09
H  -0.72  -0.23  -3.26
O  0.58  5.26  -2.80
C  0.56  4.17  -2.27
C  1.72  3.47  -1.61
O  2.83  3.94  -1.40
C  1.24  2.14  -1.25
C  -0.14  2.01  -1.58
O  -0.78  0.92  -1.36
C  -0.65  3.26  -2.13
O  -1.81  3.55  -2.40
O  1.89  1.17  -0.72
Se  2.88  -3.39  -0.03
N  3.63  -3.61  1.49
C  2.94  -2.89  2.41
C  3.27  -2.65  3.75
C  2.41  -1.84  4.47
C  1.28  -1.29  3.87
N  0.95  -1.48  2.60
C  1.77  -2.26  1.90
N  1.53  -2.50  0.59
H  4.16  -3.08  4.17
H  2.62  -1.63  5.51
H  0.60  -0.66  4.43
Br  6.23  3.41  -0.98
C  5.09  2.29  -1.99
C  4.61  2.72  -3.22
N  3.78  1.99  -3.93
C  3.36  0.83  -3.45
C  3.78  0.32  -2.22
C  4.70  1.07  -1.49
C  3.21  -0.93  -1.63
O  3.96  -1.53  -0.80
O  2.07  -1.32  -1.93
H  4.88  3.68  -3.63
H  2.65  0.29  -4.07
H  5.04  0.70  -0.53


2.
Computed, not measured: a molecular structure, C37H26Cl4N8OPrSSe, with the ωB97M-V functional and the def2-TZVPD basis.

Properties
<S²>	2.00
HOMO-LUMO gap (spin up / spin down)	3.354 / 3.357	eV
lowest unoccupied orbital energy (spin up / spin down)	1.094 / 1.097	eV
total charge	-1
relative energy (zero: lowest compared OMol25 entry of this formula, charge and spin)	2.704	eV
total energy	-193103.8867	eV
2S+1	3

CARTESIAN COORDINATES (ANGSTROEM)
Pr  -0.29  0.29  0.31
C  2.91  -0.90  2.94
C  1.69  -0.54  2.31
N  1.43  -0.97  1.08
C  2.33  -1.65  0.32
C  3.54  -2.05  0.89
C  3.78  -1.67  2.25
C  4.49  -2.71  0.08
C  4.21  -2.88  -1.25
C  3.00  -2.44  -1.82
C  2.00  -1.83  -1.07
N  0.78  -1.27  -1.46
C  0.28  -1.25  -2.71
C  0.76  -1.88  -3.87
C  0.44  -1.44  -5.16
C  -0.42  -0.39  -5.38
C  -1.15  0.10  -4.28
C  -2.14  1.09  -4.43
C  -2.92  1.48  -3.38
C  -2.80  0.77  -2.18
N  -1.88  -0.18  -2.03
C  -0.91  -0.44  -2.99
H  3.09  -0.57  3.96
H  -0.01  -0.38  3.45
H  4.71  -2.00  2.71
H  5.43  -3.03  0.50
H  4.93  -3.36  -1.89
H  2.91  -2.56  -2.88
H  1.44  -2.71  -3.78
H  0.93  -1.91  -6.00
H  -0.59  0.02  -6.36
H  -2.26  1.55  -5.40
H  -3.66  2.26  -3.46
H  -3.46  0.91  -1.34
Cl  2.34  1.42  -0.76
C  2.22  3.15  -1.00
C  3.40  3.85  -1.08
C  3.36  5.22  -1.27
C  2.14  5.86  -1.38
C  0.97  5.12  -1.30
Cl  -0.53  5.99  -1.43
C  0.95  3.73  -1.11
S  -0.53  2.82  -0.99
H  4.34  3.33  -0.98
H  4.28  5.79  -1.33
H  2.08  6.93  -1.52
Se  -0.92  -0.81  5.16
N  0.65  0.22  2.82
C  1.02  1.39  3.58
C  1.61  2.43  2.87
C  2.03  3.60  3.47
C  1.84  3.71  4.86
C  1.23  2.72  5.58
C  0.69  1.49  5.00
N  0.01  0.71  5.79
H  1.77  2.29  1.80
H  2.50  4.39  2.89
H  2.18  4.60  5.38
H  1.08  2.82  6.65
N  -2.17  1.86  3.65
C  -2.05  2.17  2.36
N  -1.99  3.46  1.98
O  -2.03  1.26  1.47
H  -1.98  2.56  4.34
H  -2.01  0.88  3.96
H  -1.75  4.15  2.68
H  -1.65  3.62  1.04
Cl  -4.20  -1.73  -3.02
C  -4.16  -1.97  -1.29
C  -5.26  -2.61  -0.74
C  -5.27  -2.98  0.59
C  -4.15  -2.73  1.36
C  -3.07  -2.08  0.81
Cl  -1.66  -1.85  1.80
C  -3.04  -1.60  -0.52
N  -1.89  -0.94  -0.87
H  -6.09  -2.84  -1.39
H  -6.13  -3.48  1.01
H  -4.09  -3.03  2.40


3.
Computed, not measured: 3 unconnected molecules or ions with the total composition C37H26F3O7P, with the ωB97M-V functional and the def2-TZVPD basis.

Properties
HOMO-LUMO gap	6.799	eV
SMILES	CCP(CC)C1=C(C(F)(F)F)C(=O)OC1=O.O=C1c2ccccc2C(=O)c2ccccc21.O=C1c2ccccc2C(=O)c2ccccc21
lowest unoccupied orbital energy	-1.324	eV
total energy	-70561.9880	eV

CARTESIAN COORDINATES (ANGSTROEM)
C  -1.91  -2.11  -2.46
C  -1.10  -3.19  -3.34
P  -0.25  -4.47  -2.30
C  0.27  -6.07  -3.05
C  0.48  -5.83  -4.63
C  0.63  -3.67  -0.96
C  0.81  -4.02  0.40
C  0.52  -5.37  1.11
F  -0.59  -5.55  1.84
F  0.77  -6.37  0.16
F  1.62  -5.56  1.97
C  1.28  -2.72  1.06
O  0.76  -2.34  2.10
O  1.65  -1.67  0.17
C  1.54  -2.37  -1.05
O  2.43  -2.37  -1.86
H  -2.35  -2.71  -1.60
H  -2.78  -1.66  -3.00
H  -1.21  -1.36  -1.98
H  -0.30  -2.62  -3.90
H  -1.78  -3.61  -4.13
H  1.22  -6.41  -2.53
H  -0.53  -6.85  -2.97
H  1.27  -6.59  -4.94
H  0.82  -4.77  -4.82
H  -0.49  -5.98  -5.18
C  2.08  5.05  -6.86
C  1.98  3.73  -7.31
C  1.80  2.70  -6.40
C  1.75  2.97  -5.04
C  1.87  4.28  -4.58
C  2.03  5.32  -5.50
C  1.86  4.58  -3.13
O  1.97  5.73  -2.73
C  1.73  3.46  -2.17
C  1.77  3.72  -0.80
C  1.64  2.68  0.11
C  1.44  1.37  -0.35
C  1.40  1.11  -1.71
C  1.55  2.15  -2.63
C  1.54  1.86  -4.08
O  1.38  0.72  -4.48
H  2.20  5.86  -7.57
H  2.03  3.52  -8.37
H  1.72  1.68  -6.76
H  2.11  6.35  -5.15
H  1.92  4.73  -0.44
H  1.68  2.88  1.17
H  1.33  0.56  0.36
H  1.26  0.10  -2.06
C  -2.71  4.63  6.81
C  -2.61  4.89  5.44
C  -2.32  3.86  4.56
C  -2.14  2.56  5.04
C  -2.22  2.31  6.41
C  -2.52  3.34  7.29
C  -1.98  0.94  6.94
O  -2.05  0.72  8.13
C  -1.63  -0.14  5.99
C  -1.34  -1.42  6.47
C  -1.02  -2.44  5.59
C  -1.00  -2.20  4.22
C  -1.29  -0.93  3.73
C  -1.59  0.10  4.62
C  -1.85  1.46  4.09
O  -1.83  1.67  2.89
H  -2.94  5.44  7.50
H  -2.74  5.90  5.07
H  -2.25  4.06  3.50
H  -2.60  3.15  8.35
H  -1.35  -1.61  7.54
H  -0.79  -3.43  5.97
H  -0.76  -3.00  3.53
H  -1.27  -0.75  2.66